[1]
Molecular formula: C4H6N2O
Method: DFT, the ωB97M-V functional and the def2-TZVPD basis

ORCA input file:
```
! wB97M-V def2-TZVPD RIJCOSX def2/J DEFGRID3
* xyz 0 1
C 0.7823 -0.6045 1.0217
C 1.5712 -0.9685 -0.1070
C -1.4536 0.3377 0.7305
C -2.1369 1.6280 0.5417
N -0.3309 0.0313 0.9505
N 1.1943 -0.8436 -1.3591
O 2.1944 -1.2385 -2.2876
H 1.1234 -1.2146 1.8536
H 2.4474 -1.4307 0.2630
H -3.1516 1.4580 0.2448
H -2.3216 2.0381 1.5215
H -1.5673 2.2768 -0.2445
H 1.6489 -1.4696 -3.1292
*
```

Summary:
Gap between HOMO and LUMO (alpha / beta), eV: 7.55 / 7.55
Highest occupied orbital energy (alpha / beta), hartree: -0.2707 / -0.2707
DFT total energy, eV: -9268.0892

***

[2]
Molecular formula: C4H12N2O2
Method: DFT, the ωB97M-V functional and the def2-TZVPD basis

ORCA input file:
```
! wB97M-V def2-TZVPD RIJCOSX def2/J DEFGRID3
* xyz 0 1
N 0.6405 -1.2865 1.2983
C -1.1225 1.5095 0.6207
C -2.2410 0.5390 1.0397
C 0.3928 -1.1166 -0.0744
C 1.3950 -0.0126 -0.4834
N 2.2162 0.5464 0.4782
O 1.3699 0.5028 -1.5860
H 0.2932 -2.2051 1.5841
H 0.5976 -1.9180 -0.7938
H -1.2963 2.4840 1.0827
H -0.8450 1.5684 -0.4393
H -0.2382 1.0574 1.0548
H -3.1361 1.0460 1.3779
H -2.4904 -0.0055 0.1274
H -0.6597 -0.7592 -0.2540
H 3.0315 1.0255 0.1336
H 2.1869 -0.1502 1.2368
H -2.2533 -1.0930 -2.1575
H -2.0313 -0.2528 1.7906
O -1.8383 -0.7204 -1.3669
*
```

Summary:
Gap between HOMO and LUMO, eV: 5.43
Highest occupied orbital energy, hartree: -0.3413
DFT total energy, eV: -11411.0517

***

[3]
Molecular formula: C11H38O8
Method: DFT, the ωB97M-V functional and the def2-TZVPD basis

ORCA input file:
```
! wB97M-V def2-TZVPD RIJCOSX def2/J DEFGRID3
* xyz 0 1
C 2.2972 3.3538 -1.0521
C 3.7904 3.3476 -1.1038
O 4.2449 4.2386 -2.1219
H 1.9089 2.8894 -0.1415
H 1.8139 2.9469 -1.9364
H 1.9719 4.3955 -0.9313
H 4.1825 2.3319 -1.2294
H 4.1995 3.6879 -0.1457
H 4.8356 3.7731 -2.7175
C -4.0665 -1.8529 -1.7729
C -3.7813 -1.9877 -0.2720
O -4.4017 -0.9743 0.5121
H -4.0267 -0.8014 -2.0616
H -5.0756 -2.1989 -2.0116
H -3.3473 -2.4314 -2.3504
H -2.7082 -1.8927 -0.1194
H -4.1046 -2.9707 0.0840
H -5.3573 -1.0327 0.4159
C 1.0169 -0.3544 -3.4324
C 0.2071 -1.4550 -4.0953
O 0.6967 -1.7552 -5.4023
H 2.0489 -0.6555 -3.2464
H 0.6140 -0.1348 -2.4402
H 1.0049 0.5202 -4.0815
H -0.8510 -1.1722 -4.1420
H 0.2452 -2.3921 -3.5346
H 0.2054 -1.2359 -6.0426
C -0.1242 -3.7449 0.3782
O -0.4312 -3.7054 1.7583
H 0.3585 -4.7011 0.1775
H -1.0313 -3.6860 -0.2355
H 0.5452 -2.9340 0.0774
H -0.3594 -2.8017 2.0851
C -2.9961 3.0584 3.2441
O -1.7085 3.0728 2.6464
H -2.9645 2.7082 4.2829
H -3.3577 4.0846 3.2793
H -3.6910 2.4401 2.6732
H -1.2070 2.3193 2.9786
C -0.0776 1.3738 5.4687
O -0.4103 0.8927 4.1665
H -0.9100 1.9216 5.9138
H 0.2302 0.5561 6.1198
H 0.7460 2.0711 5.3422
H -1.2462 0.4144 4.1971
C -0.3302 0.2432 0.6996
O -0.0107 -0.6321 1.7749
H -0.8642 -0.2931 -0.0830
H -0.8772 1.1441 0.9806
H 0.6111 0.5823 0.2392
H 0.1286 -0.0539 2.5348
C 3.8795 -2.0555 -1.0238
O 3.5445 -0.6883 -0.9240
H 3.9172 -2.3130 -2.0866
H 4.8770 -2.2501 -0.6184
H 3.1380 -2.7057 -0.5561
H 3.0575 -0.5052 -0.1175
*
```

Summary:
SMILES: CCO.CCO.CCO.CO.CO.CO.CO.CO
Gap between HOMO and LUMO, eV: 10.41
Highest occupied orbital energy, hartree: -0.3683
DFT total energy, eV: -28400.1525

***

[4]
Molecular formula: C4H7FS
Method: DFT, the ωB97M-V functional and the def2-TZVPD basis

ORCA input file:
```
! wB97M-V def2-TZVPD RIJCOSX def2/J DEFGRID3
* xyz 0 1
C 0.5147 1.2798 -0.1070
C 0.7023 -0.1033 0.5485
S 2.0498 -1.1835 -0.1717
C -0.6021 -0.7760 0.5690
C -1.5956 -0.4162 -0.2345
F -2.8089 -1.0320 -0.1540
H -0.4022 1.7031 0.2505
H 1.3820 1.9506 -0.0367
H 0.3674 1.2079 -1.1806
H 1.0585 0.0359 1.5959
H 1.5414 -1.3935 -1.4049
H -0.6555 -1.6413 1.2707
H -1.5517 0.3685 -0.9452
*
```

Summary:
SMILES: C[C@H](S)/C=C/F
Gap between HOMO and LUMO, eV: 10.07
Highest occupied orbital energy, hartree: -0.3374
DFT total energy, eV: -17813.1554

***

[5]
Molecular formula: C31H32BrNO3PSbW
Method: DFT, the ωB97M-V functional and the def2-TZVPD basis

ORCA input file:
```
! wB97M-V def2-TZVPD RIJCOSX def2/J DEFGRID3
* xyz 2 3
W -0.8334 0.3153 -0.1218
O -1.9403 2.1714 -0.1892
C -0.7268 2.3254 -0.3760
C 0.1507 3.2996 -0.9641
C -0.0853 4.6577 -1.1652
C 0.8738 5.3857 -1.8494
C 2.0239 4.7602 -2.3307
C 2.2469 3.3978 -2.1442
C 1.3044 2.6655 -1.4451
P 1.3696 0.8656 -1.1482
C 0.4703 0.0278 -2.4833
C 0.7406 -1.3284 -2.7476
C -0.1020 -2.0491 -3.5657
C -1.2507 -1.4573 -4.1007
C -1.5455 -0.1382 -3.8248
C -0.6898 0.6115 -3.0139
C 3.0851 0.3780 -1.1350
C 3.7857 0.4865 0.0680
C 5.1414 0.2064 0.0975
C 5.7918 -0.1844 -1.0668
C 5.0961 -0.2894 -2.2637
C 3.7387 -0.0077 -2.3052
H -0.9859 5.1264 -0.7906
H 0.7310 6.4449 -2.0141
H 2.7611 5.3471 -2.8632
H 3.1452 2.9306 -2.5280
H 1.6033 -1.8111 -2.3082
H 0.1242 -3.0846 -3.7853
H -1.9041 -2.0343 -4.7422
H -2.4247 0.3276 -4.2487
H -0.8839 1.6698 -2.8830
H 3.2785 0.7887 0.9775
H 5.6901 0.2890 1.0258
H 6.8501 -0.4072 -1.0416
H 5.6094 -0.5882 -3.1677
H 3.2060 -0.0745 -3.2451
C 1.3711 1.9566 3.0765
C 0.8309 0.5850 3.4725
Sb -1.0401 0.1802 2.5545
C -1.6951 -1.6817 3.3263
C -1.1425 -1.9464 4.7266
C -2.3146 1.6811 3.3342
C -2.4397 1.6228 4.8542
H 2.3806 2.0964 3.4646
H 0.7580 2.7625 3.4826
H 1.4132 2.0917 1.9922
H 0.6726 0.5239 4.5497
H 1.5015 -0.2281 3.1932
H -1.3723 -2.4426 2.6163
H -2.7845 -1.6449 3.3048
H -0.0539 -2.0022 4.7292
H -1.5174 -2.9033 5.0905
H -1.4441 -1.1846 5.4446
H -3.2758 1.5564 2.8354
H -1.8961 2.6285 2.9917
H -2.8908 0.6885 5.1884
H -3.0798 2.4328 5.2040
H -1.4750 1.7334 5.3520
Br -5.7452 -4.7554 -2.6464
C -4.0655 -4.5432 -1.8473
C -3.2422 -5.6531 -1.6552
N -2.0346 -5.5883 -1.0952
C -1.5985 -4.3947 -0.7144
C -2.3521 -3.2355 -0.8730
C -3.6224 -3.3041 -1.4445
C -1.7969 -1.9611 -0.4615
O -0.5620 -1.8115 -0.1519
O -2.5115 -0.8799 -0.4015
H -3.5782 -6.6343 -1.9696
H -0.6136 -4.3513 -0.2639
H -4.2291 -2.4172 -1.5700
*
```

Summary:
Gap between HOMO and LUMO (alpha / beta), eV: 7.29 / 6.47
Highest occupied orbital energy (alpha / beta), hartree: -0.5126 / -0.5137
<S²>: 2.022
DFT total energy, eV: -127978.7217

***

[6]
Molecular formula: C3H4ClN
Method: DFT, the ωB97M-V functional and the def2-TZVPD basis

ORCA input file:
```
! wB97M-V def2-TZVPD RIJCOSX def2/J DEFGRID3
* xyz 0 1
C 1.0631 -1.3297 0.0020
C -2.1559 2.3443 1.0905
C 0.1461 -0.6222 -0.5928
N -1.2334 1.7115 0.7792
Cl 0.5787 0.3785 -1.9343
H 2.0928 -1.3886 -0.2482
H 0.8138 -1.6789 0.9478
H -0.8930 -0.5435 -0.4860
H -0.4121 1.1286 0.4419
*
```

Summary:
Gap between HOMO and LUMO, eV: 11.15
Highest occupied orbital energy, hartree: -0.3857
DFT total energy, eV: -17185.8153